# 1
# C4H8O3

A 2-piece molecular cluster, C4H8O3 overall (the ωB97M-V functional and the def2-TZVPD basis, OMol25).

Structure (XYZ):
```
15
Properties=species:S:1:pos:R:3:forces:R:3:mulliken_charge:R:1
C -1.880 0.676 -0.813 -0.070 0.005 -0.034 -1.41
C -0.582 0.294 -0.100 0.043 0.143 -0.113 0.24
O -0.773 -0.738 0.835 -0.033 -0.153 -0.050 -0.55
C 0.450 -0.145 -1.119 0.067 -0.361 -0.042 0.11
O 0.817 -1.299 -1.182 -0.152 0.517 -0.004 -0.52
H -1.724 1.513 -1.504 -0.007 -0.119 0.102 0.38
H -2.625 0.973 -0.071 0.116 -0.030 -0.098 0.33
H -2.276 -0.177 -1.376 0.066 0.107 0.077 0.33
H -0.180 1.170 0.425 -0.053 -0.083 -0.081 0.33
H -0.459 -1.545 0.391 -0.042 0.055 0.128 0.39
H 0.816 0.617 -1.831 -0.024 -0.079 0.081 0.37
C 2.102 -0.344 1.591 0.065 0.290 -0.159 -0.03
O 2.141 0.687 0.964 0.016 -0.462 0.301 -0.42
H 2.007 -1.326 1.094 0.024 0.121 0.002 0.21
H 2.167 -0.355 2.695 -0.015 0.050 -0.109 0.26
```
Forces are in eV/Å.

The largest force on an atom comes out at 0.55 eV Å⁻¹. Its total charge is 0. For the LUMO energy, the calculation gives 0.82 eV. The structure (SMILES) is C[C@@H](O)C=O.C=O. As for the orbital gap: 0.4038 hartree.

# 2
# C4H8O3

A 2-piece molecular cluster, C4H8O3 overall (the ωB97M-V functional and the def2-TZVPD basis, OMol25).

Structure (XYZ):
```
15
Properties=species:S:1:pos:R:3:forces:R:3:mulliken_charge:R:1
C -1.525 0.901 -1.141 0.021 0.079 -0.031 -1.11
C -1.259 -0.115 -0.070 0.056 0.068 0.240 0.09
C -0.623 0.162 1.065 -0.176 0.151 -0.371 -0.45
O -0.429 -0.772 2.043 0.166 -0.036 0.083 -0.51
H -1.233 0.517 -2.124 -0.033 0.028 0.112 0.29
H -2.587 1.164 -1.198 0.114 -0.044 -0.009 0.33
H -0.961 1.824 -0.966 -0.122 -0.133 0.027 0.29
H -1.608 -1.136 -0.222 0.029 0.152 0.030 0.35
H -0.235 1.163 1.276 -0.082 -0.180 -0.044 0.37
H 0.505 -0.727 2.302 -0.199 -0.040 0.020 0.36
O 2.223 -0.537 1.114 0.038 0.151 -0.457 -0.59
C 2.059 -0.232 -0.042 0.102 0.014 0.246 0.25
O 1.783 -1.088 -1.025 0.045 -0.115 0.119 -0.39
H 2.133 0.790 -0.441 0.016 -0.143 0.097 0.39
H 1.671 -1.964 -0.619 0.026 0.048 -0.062 0.33
```
Forces are in eV/Å.

The largest force on an atom comes out at 0.48 eV Å⁻¹. Its total charge is 0. For the LUMO energy, the calculation gives 0.80 eV. The structure (SMILES) is C/C=C/O.O=CO. As for the orbital gap: 0.3556 hartree.

For the records above, the corresponding ΔE to the lowest compared entry with this formula, charge and spin values read 48.35 33.88 kcal per mole.
For the records above, the corresponding calculated total energy values read -10418.9070 -10419.5343 eV.
For the records above, the corresponding E_HOMO values read -10.17 -8.88 eV.